176
Properties=species:S:1:pos:R:3:forces:R:3:lowdin_charge:R:1 method="wB97M-V/def2-TZVPD" spin_multiplicity=2 homo_lumo_gap_ev="6.4 / 6.4" max_force_ev_per_a=1.82 e_above_lowest_kcal_mol=0.0 s2=0.76 total_charge=-1
Te -2.970 1.435 -2.476 -0.08 -0.99 1.44 1.590
Rh -0.861 -1.041 -1.236 0.01 -0.85 -1.13 0.258
Br -3.903 -2.066 -1.778 0.14 -0.10 0.00 0.683
Br -1.016 -0.387 -3.854 0.06 -0.08 0.31 0.134
Ge 2.629 -1.077 0.206 -0.17 -0.20 -0.01 0.062
Ge 0.499 -1.138 2.165 0.36 -0.52 0.17 0.144
S -1.361 -1.303 1.034 0.49 0.52 -0.31 0.329
S 2.326 0.225 2.018 -0.50 0.41 -0.33 0.314
S 1.425 -0.825 -1.624 -0.37 0.18 0.56 0.277
S 1.813 -2.821 1.353 0.24 -0.05 0.17 0.355
O 0.085 1.515 0.478 0.72 -1.03 0.94 -0.086
N -1.400 1.141 -1.069 -0.48 1.55 -0.84 -0.301
C -0.604 -0.068 6.111 0.01 -0.06 0.07 -0.038
C -1.172 4.487 -1.154 0.47 0.07 0.23 -0.062
C 1.667 -5.779 3.829 -0.03 -0.03 -0.02 -0.008
C 1.279 2.340 4.646 -0.18 0.01 -0.04 -0.042
C -0.943 3.060 -4.687 -0.28 0.10 -0.02 -0.089
C 4.367 1.346 -1.251 -0.04 -0.10 -0.13 -0.145
C -0.639 2.026 -0.334 -0.66 0.72 -0.91 -0.554
C 0.531 -6.445 3.378 0.16 -0.03 0.04 -0.265
C -2.300 4.729 2.009 -0.20 -0.05 0.16 -0.032
C -0.865 1.157 3.970 -0.14 -0.08 0.06 -0.133
C -4.801 2.322 -0.257 0.09 -0.06 -0.09 -0.295
C 3.322 2.518 -3.078 -0.01 -0.02 -0.13 -0.012
C 4.473 -6.205 1.119 -0.02 -0.08 0.05 -0.269
C -0.579 -5.883 -1.952 0.05 0.13 0.04 -0.126
C 0.036 -1.231 4.083 0.01 -0.15 0.22 -0.216
C 5.906 -3.004 2.600 -0.10 -0.04 -0.10 -0.033
C -3.974 3.157 -6.967 0.01 0.02 0.04 -0.260
C 0.060 -2.369 6.225 -0.04 0.07 -0.08 -0.034
C -0.667 -5.749 3.341 -0.12 0.01 -0.05 -0.022
C -0.321 -1.199 6.867 0.00 0.01 -0.14 -0.069
C -1.786 3.484 2.690 -0.11 0.13 0.14 -0.247
C 7.290 -0.962 -0.903 0.00 0.01 -0.01 -0.068
C -5.540 4.858 -1.121 0.02 -0.04 -0.06 -0.023
C 0.399 -3.771 4.222 -0.26 0.02 0.13 -0.161
C -4.249 2.844 -1.447 0.19 0.55 0.00 -0.304
C 6.496 0.157 -1.090 -0.02 0.02 0.06 -0.042
C 3.806 -4.016 -1.917 -0.04 -0.01 0.16 -0.022
C -2.137 1.178 3.370 0.08 -0.06 0.08 -0.199
C -0.962 5.857 -1.016 0.01 -0.11 0.03 -0.080
C 4.237 2.479 -0.446 0.02 -0.04 0.01 -0.203
C 5.258 -3.968 1.632 0.09 0.08 -0.07 -0.229
C 6.710 -2.131 -0.448 -0.11 -0.03 -0.03 -0.044
C -5.720 3.083 0.454 -0.05 0.02 0.05 -0.023
C -2.557 2.334 2.716 -0.12 -0.04 -0.04 0.003
C -0.551 -5.369 -0.660 -0.07 0.12 -0.09 -0.096
C 4.255 -4.436 -0.535 0.09 0.05 0.01 -0.215
C 5.348 -2.192 -0.130 -0.12 0.08 0.01 -0.202
C 0.348 4.059 0.627 0.40 0.15 -0.09 -0.053
C -0.632 -4.991 -3.017 -0.05 0.17 0.02 -0.119
C -0.540 3.567 -0.329 0.03 -0.19 -0.40 -0.109
C -0.072 2.316 3.962 0.04 -0.04 0.06 -0.201
C 4.537 -1.050 -0.298 0.33 -0.14 -0.11 -0.200
C -0.660 -3.076 -1.497 0.09 0.41 0.16 -0.357
C 4.151 0.194 -3.514 -0.05 0.11 0.14 -0.043
C -4.319 3.736 -8.316 0.01 -0.07 0.08 -0.052
C 5.048 -5.291 1.997 0.02 -0.02 0.01 -0.032
C -4.450 0.948 0.278 -0.11 0.16 -0.11 -0.124
C 4.778 2.534 0.968 -0.10 -0.02 -0.15 -0.054
C 5.128 0.125 -0.819 -0.03 -0.17 0.08 -0.214
C 1.621 -4.451 4.253 -0.01 0.05 0.02 -0.240
C -0.432 -0.071 4.728 0.02 0.03 -0.13 -0.210
C 4.882 -3.544 0.346 0.06 0.07 -0.13 -0.174
C -2.351 2.808 -5.189 0.06 -0.05 -0.07 -0.316
C -0.590 -3.990 -0.441 -0.12 -0.43 -0.23 -0.206
C -4.654 2.035 -4.917 -0.07 -0.19 0.22 -0.293
C -5.786 1.336 -4.171 0.25 0.15 -0.17 -0.061
C 0.211 -2.408 4.836 0.06 0.05 -0.08 -0.209
C -3.354 2.194 -4.428 0.69 0.56 -0.18 -0.385
C -2.110 -3.747 3.745 0.12 -0.06 0.05 -0.034
C -6.111 4.349 0.034 -0.03 0.02 0.03 -0.266
C -0.669 -3.611 -2.791 0.06 -0.27 -0.07 -0.181
C 2.888 -3.782 4.739 -0.12 -0.07 -0.03 -0.028
C 0.554 5.423 0.783 0.18 -0.15 -0.17 -0.099
C -7.143 5.130 0.807 0.06 -0.04 -0.02 -0.051
C 4.060 -5.756 -0.125 -0.03 0.06 -0.07 -0.007
C 0.584 -7.885 2.931 0.08 0.10 -0.01 -0.054
C -4.121 4.839 -3.138 -0.12 -0.15 0.27 -0.047
C -3.954 -2.033 -3.637 -0.39 -0.29 0.07 -0.507
C -2.683 3.266 -6.458 -0.04 0.03 -0.08 -0.010
C 4.362 -7.666 1.488 -0.01 0.12 -0.01 -0.057
C 3.644 3.623 -0.989 -0.05 0.01 0.10 -0.012
C 2.568 4.902 -2.887 -0.06 -0.11 0.02 -0.046
C -4.938 2.535 -6.188 -0.01 -0.02 -0.04 -0.023
C -0.759 -4.427 3.760 0.02 0.15 0.06 -0.195
C -0.553 3.461 3.335 -0.02 -0.03 0.21 -0.028
C -0.107 6.330 -0.032 0.04 0.02 -0.15 -0.102
C 3.927 1.373 -2.591 0.05 -0.12 -0.01 -0.222
C -4.612 4.139 -1.880 -0.04 -0.20 0.02 -0.263
C 3.177 3.658 -2.293 0.04 0.08 0.12 -0.262
C -3.115 0.027 3.475 0.10 0.11 0.04 -0.060
H 2.968 2.532 -4.108 0.05 -0.01 0.13 0.118
H 1.240 5.779 1.545 -0.03 -0.04 -0.03 0.109
H 6.866 -2.644 2.223 -0.04 -0.01 0.02 0.074
H 7.303 -3.035 -0.346 -0.01 0.06 0.05 0.123
H -3.923 0.292 4.167 0.03 0.00 -0.01 0.090
H 2.620 -6.306 3.857 -0.10 0.08 -0.03 0.110
H -2.280 -3.178 4.662 0.00 -0.04 -0.02 0.080
H 2.793 -2.696 4.747 -0.01 -0.04 -0.04 0.080
H -5.548 1.106 -3.136 -0.04 -0.01 0.03 0.026
H -3.243 5.055 2.459 0.02 -0.03 0.01 0.083
H -7.139 6.183 0.522 0.01 -0.04 0.01 0.072
H 5.655 3.189 1.016 -0.06 -0.05 -0.01 0.082
H 1.540 4.714 -3.213 0.04 0.02 0.03 0.064
H -4.436 4.820 -8.248 0.00 0.01 -0.01 0.081
H 0.052 7.397 0.087 0.00 -0.04 -0.01 0.101
H 0.208 -3.285 6.791 0.00 0.09 -0.04 0.120
H -3.532 3.537 -9.044 -0.01 -0.01 0.00 0.077
H 0.975 -7.956 1.912 0.01 -0.02 0.00 0.070
H -0.547 -6.954 -2.130 -0.01 0.08 0.03 0.086
H 0.058 4.362 3.344 -0.08 -0.13 0.03 0.111
H 3.753 -4.880 -2.584 0.00 0.06 0.07 0.079
H 4.258 -7.799 2.568 -0.02 0.01 -0.06 0.065
H -5.255 3.325 -8.695 0.04 0.00 0.00 0.072
H 1.748 3.321 4.537 -0.05 -0.07 0.00 0.075
H -0.829 4.112 -4.401 -0.03 -0.03 -0.02 0.081
H 8.349 -0.928 -1.139 -0.07 -0.01 0.02 0.100
H -0.707 -2.958 -3.654 0.03 -0.03 0.08 0.002
H 5.074 1.550 1.331 -0.03 0.02 -0.02 0.061
H 3.139 5.231 -3.760 -0.04 0.00 0.04 0.077
H -4.831 4.698 -3.960 0.07 -0.02 0.05 0.090
H -4.038 5.910 -2.952 -0.01 -0.01 0.05 0.082
H 2.808 -3.565 -1.879 0.05 -0.02 0.01 0.060
H -3.555 -0.190 2.501 0.11 -0.02 0.19 0.028
H -1.910 3.739 -7.059 -0.06 -0.02 0.03 0.124
H -4.798 0.845 1.307 -0.07 0.05 -0.18 0.064
H 3.844 0.442 -4.532 0.00 0.00 0.07 0.077
H -6.964 5.062 1.882 0.00 0.01 -0.05 0.078
H -0.646 -5.361 -4.041 0.01 0.04 0.13 0.089
H -3.532 2.335 2.223 0.24 0.08 0.20 0.101
H -0.412 -8.334 2.936 0.07 0.03 0.01 0.071
H -0.216 2.848 -5.471 -0.02 -0.01 0.01 0.087
H -0.437 -1.178 7.945 -0.01 -0.01 -0.07 0.098
H 1.948 1.592 4.216 -0.03 0.03 0.03 0.017
H -1.463 6.555 -1.674 -0.06 -0.04 -0.04 0.099
H 1.234 -8.478 3.578 -0.02 0.02 -0.03 0.074
H -2.186 -3.050 2.907 0.02 -0.02 0.00 0.025
H 3.137 -4.108 5.756 -0.03 0.03 -0.07 0.086
H 3.557 4.512 -0.365 -0.03 -0.10 -0.07 0.114
H 3.508 -8.134 0.996 0.00 0.02 0.04 0.068
H 6.925 1.075 -1.483 -0.05 -0.08 0.02 0.123
H -8.144 4.735 0.616 0.03 0.02 0.01 0.080
H -0.570 -3.646 0.576 -0.05 0.00 0.03 -0.026
H 5.270 -2.124 2.751 0.02 -0.07 0.01 0.088
H -4.601 -1.287 -4.075 0.21 0.05 0.03 -0.043
H -1.583 5.547 2.080 -0.19 -0.11 0.06 0.068
H 5.373 -5.626 2.981 -0.06 0.04 -0.07 0.115
H 5.203 -0.101 -3.526 -0.03 0.03 -0.02 0.079
H -2.650 -0.885 3.841 0.00 0.02 -0.02 0.049
H -5.951 2.428 -6.571 0.09 0.00 0.02 0.120
H 2.544 5.716 -2.165 -0.02 0.04 0.06 0.068
H 5.259 -8.208 1.172 -0.04 0.02 0.03 0.077
H 3.573 -0.676 -3.193 0.02 0.03 -0.01 0.029
H -0.984 0.831 6.589 0.06 -0.06 -0.03 0.120
H 3.595 -6.456 -0.819 0.02 0.10 0.09 0.119
H -6.037 0.395 -4.669 0.00 0.08 0.00 0.079
H 0.874 3.341 1.247 -0.06 0.13 -0.18 0.113
H -1.569 -6.255 2.999 0.11 0.06 0.03 0.116
H 1.188 2.116 5.712 0.00 0.03 -0.04 0.075
H -1.816 4.141 -1.919 -0.57 -0.24 -0.62 0.045
H -4.932 0.167 -0.313 0.00 0.01 -0.05 0.035
H -3.163 4.478 -3.487 0.11 0.03 0.02 0.040
H -0.679 2.445 -3.831 0.02 -0.06 0.06 0.002
H -3.799 -2.988 -4.121 0.19 0.18 0.07 -0.007
H -0.505 -6.036 0.199 0.03 0.07 -0.08 0.086
H -2.493 4.540 0.946 -0.05 0.07 0.29 0.069
H -2.907 -4.485 3.641 0.06 0.02 0.00 0.078
H -5.822 5.854 -1.459 0.04 -0.10 0.05 0.116
H -6.683 1.960 -4.168 0.04 0.01 -0.02 0.087
H -6.144 2.672 1.368 0.06 0.03 -0.07 0.123
H -3.373 0.758 0.272 -0.07 0.01 0.05 0.019
H 4.481 -3.277 -2.354 -0.02 -0.02 0.02 0.077
H 6.078 -3.480 3.567 -0.04 0.01 -0.04 0.072
H 4.022 2.928 1.653 0.05 -0.03 -0.07 0.065
H 3.720 -4.046 4.083 -0.08 0.02 0.05 0.048